{"formula": "C3H7OPS", "method": "the ωB97M-V functional and the def2-TZVPD basis", "lumo_ev": 0.85, "total_charge": 0, "e_homo_ev": -8.333, "smiles": "CP1OCCS1", "homo_lumo_gap_ev": 9.184, "e_tot_ev": -25395.42176, "elements": ["C", "P", "O", "C", "C", "S", "H", "H", "H", "H", "H", "H", "H"], "xyz": [[0.12870, 2.18068, -0.66609], [-0.87349, 1.08138, 0.70405], [0.32588, 0.13894, 1.27698], [0.33350, -1.24017, 0.92342], [-0.09668, -1.50991, -0.51638], [-1.61099, -0.41665, -0.60466], [0.31753, 1.45661, -1.39396], [0.88534, 2.63796, 0.07240], [-0.70376, 2.94702, -0.84559], [-0.33324, -1.85668, 1.65111], [1.29598, -1.72467, 1.06294], [0.70454, -1.21239, -1.16749], [-0.37332, -2.48212, -0.49673]]}



{"formula": "C5H9N3O3", "method": "the ωB97M-V functional and the def2-TZVPD basis", "lumo_ev": [0.57, 0.57], "total_charge": 0, "e_homo_ev": [-7.141, -7.145], "homo_lumo_gap_ev": [7.715, 7.719], "e_tot_ev": -15939.13363, "elements": ["C", "C", "C", "C", "C", "N", "N", "N", "O", "O", "O", "H", "H", "H", "H", "H", "H", "H", "H", "H"], "xyz": [[-2.51636, 0.66742, 0.99074], [-1.15638, 0.95283, 1.07514], [0.89346, -1.35837, 0.96087], [1.41854, -1.14230, -0.39576], [0.58895, 1.03934, -0.73469], [-2.81282, 0.11977, -0.21266], [-1.77846, 0.22426, -0.93836], [-0.75629, 0.86863, -0.22113], [0.68394, -1.61295, -1.55361], [1.22036, 1.87478, 0.11327], [0.81614, 1.07807, -2.02045], [-3.31018, 0.61578, 1.79905], [-0.60765, 1.50586, 1.87823], [-0.07926, -1.83903, 0.86519], [1.56257, -1.94664, 1.66416], [0.85038, -0.32919, 1.34046], [2.48398, -1.05197, -0.69817], [-0.15194, -1.85153, -1.28028], [2.04481, 2.03466, -0.23638], [0.60621, 0.15057, -2.39562]]}



{"formula": "C5H12O", "method": "the ωB97M-V functional and the def2-TZVPD basis", "lumo_ev": 1.12, "total_charge": 0, "e_homo_ev": -9.689, "smiles": "COCC(C)C", "homo_lumo_gap_ev": 10.810, "e_tot_ev": -7426.64227, "elements": ["C", "O", "C", "C", "C", "C", "H", "H", "H", "H", "H", "H", "H", "H", "H", "H", "H", "H"], "xyz": [[2.76667, 0.23072, 0.29275], [1.42499, 0.65228, 0.19608], [0.52703, -0.37054, -0.16433], [-0.85841, 0.21923, -0.39673], [-1.36138, 0.97001, 0.83494], [-1.81599, -0.90001, -0.80588], [2.86168, -0.86355, 0.30365], [3.19454, 0.61734, 1.22377], [3.35163, 0.61979, -0.55164], [0.86552, -0.88233, -1.08084], [0.47242, -1.13030, 0.63838], [-0.77029, 0.93579, -1.22474], [-0.67158, 1.77058, 1.11482], [-2.34776, 1.41022, 0.64827], [-1.45392, 0.29051, 1.69194], [-1.45949, -1.42311, -1.70114], [-1.90960, -1.63988, 0.00028], [-2.81606, -0.50675, -1.01958]]}



{"formula": "C26H58Cl8N6O6", "method": "the ωB97M-V functional and the def2-TZVPD basis", "lumo_ev": 0.17, "total_charge": 0, "e_homo_ev": -8.901, "smiles": "CN(C)C=O.CN(C)C=O.CN(C)C=O.CN(C)C=O.CN(C)C=O.CN(C)C=O.ClCCCl.ClCCCl.ClCCCl.ClCCCl", "homo_lumo_gap_ev": 9.068, "e_tot_ev": -149306.43180, "elements": ["C", "N", "C", "C", "O", "H", "H", "H", "H", "H", "H", "H", "C", "N", "C", "C", "O", "H", "H", "H", "H", "H", "H", "H", "C", "N", "C", "C", "O", "H", "H", "H", "H", "H", "H", "H", "C", "N", "C", "C", "O", "H", "H", "H", "H", "H", "H", "H", "C", "N", "C", "C", "O", "H", "H", "H", "H", "H", "H", "H", "C", "N", "C", "C", "O", "H", "H", "H", "H", "H", "H", "H", "Cl", "C", "C", "Cl", "H", "H", "H", "H", "Cl", "C", "C", "Cl", "H", "H", "H", "H", "Cl", "C", "C", "Cl", "H", "H", "H", "H", "Cl", "C", "C", "Cl", "H", "H", "H", "H"], "xyz": [[-6.33321, -21.14579, 25.36232], [-5.52007, -22.01603, 24.41041], [-4.13711, -21.77655, 24.31604], [-6.12117, -23.05823, 23.76218], [-5.59259, -23.80314, 22.97025], [-6.01529, -20.95771, 26.38783], [-7.40247, -21.29664, 25.21392], [-5.99528, -20.22172, 24.89327], [-3.75509, -22.20664, 23.39020], [-3.82648, -20.73778, 24.20393], [-3.44860, -22.22874, 25.02988], [-7.14860, -23.25323, 24.10651], [-0.84433, -24.36980, 22.66354], [-1.49957, -25.31588, 21.79846], [-0.56874, -26.11121, 20.92915], [-2.84696, -25.55991, 21.90075], [-3.46247, -26.49096, 21.29903], [-0.10569, -23.85464, 22.04944], [-0.21524, -24.78366, 23.45162], [-1.48704, -23.54874, 22.98116], [-1.11693, -26.64799, 20.15491], [0.20100, -25.53643, 20.41415], [0.12586, -26.74196, 21.48393], [-3.31115, -24.72570, 22.44921], [-6.95222, -21.01112, 20.00261], [-5.56242, -21.13732, 20.24159], [-4.85043, -22.37975, 19.80532], [-4.83822, -20.11789, 20.62692], [-3.59885, -20.05836, 20.69359], [-7.51771, -21.94208, 19.96234], [-7.13721, -20.62214, 19.00132], [-7.32086, -20.28593, 20.72808], [-4.63943, -23.03316, 20.65186], [-5.51773, -22.87709, 19.10143], [-3.87891, -22.21746, 19.33851], [-5.58081, -19.33395, 20.84188], [-6.52442, -24.05675, 16.90177], [-6.38854, -23.11292, 15.74447], [-7.60670, -22.43115, 15.24323], [-5.13000, -22.69853, 15.43041], [-4.10775, -23.02870, 15.97469], [-7.12985, -23.65068, 17.71212], [-5.55684, -24.35945, 17.30209], [-6.92174, -24.98698, 16.49565], [-7.34364, -22.13010, 14.22920], [-8.39928, -23.15990, 15.07336], [-7.92485, -21.56420, 15.82225], [-5.22101, -21.97077, 14.60926], [-0.98927, -17.45040, 18.04023], [-0.66551, -17.14497, 19.43772], [-1.80864, -17.27266, 20.37460], [0.52323, -16.74161, 19.79965], [0.86152, -16.52709, 20.98233], [-1.61063, -18.34311, 17.96897], [-0.04075, -17.46668, 17.50343], [-1.57014, -16.60166, 17.67923], [-1.52398, -16.88934, 21.35447], [-2.68865, -16.73535, 20.02106], [-2.02644, -18.34024, 20.40531], [1.36306, -16.63435, 19.09581], [-3.06602, -25.29270, 17.97141], [-3.02214, -26.05314, 16.73421], [-1.88580, -25.78134, 15.81984], [-4.12845, -26.74473, 16.38216], [-5.07577, -26.96952, 17.12907], [-2.10875, -25.24127, 18.49013], [-3.73311, -25.76109, 18.69507], [-3.39398, -24.25656, 17.88800], [-1.91077, -24.87005, 15.22232], [-1.03583, -25.66520, 16.49227], [-1.63895, -26.49852, 15.03702], [-3.96018, -27.26575, 15.42695], [-9.37252, -19.58035, 17.97724], [-11.09086, -19.14548, 17.56552], [-11.25395, -17.57996, 17.55084], [-11.59218, -17.03179, 19.19262], [-11.73742, -19.58181, 18.32688], [-11.32423, -19.62856, 16.61669], [-12.07386, -17.34056, 16.87369], [-10.42380, -17.04151, 17.09365], [-8.68446, -16.31357, 21.95177], [-8.21344, -16.59796, 20.25287], [-6.93626, -15.74330, 19.94012], [-5.50272, -16.34718, 20.86260], [-9.03347, -16.23569, 19.63287], [-8.00252, -17.61496, 19.92224], [-7.04638, -14.69478, 20.21685], [-6.66906, -15.71224, 18.88384], [0.07003, -23.35034, 18.63404], [-0.64456, -21.71675, 19.21198], [-1.74511, -21.22520, 18.22732], [-1.07953, -20.72097, 16.69380], [0.10369, -20.94179, 19.37832], [-1.04113, -21.86074, 20.21702], [-2.21769, -20.28559, 18.51350], [-2.52738, -21.95909, 18.03349], [-8.04054, -24.75556, 20.34938], [-6.72721, -26.02533, 20.42474], [-7.14149, -27.28808, 19.71137], [-8.40195, -28.00311, 20.69646], [-6.36109, -26.18966, 21.43818], [-5.82371, -25.74251, 19.88455], [-6.34105, -27.99342, 19.48802], [-7.64938, -27.03006, 18.78209]]}



{"formula": "C7H10N", "method": "the ωB97M-V functional and the def2-TZVPD basis", "lumo_ev": [-3.55, -7.44], "s2": 2.008, "total_charge": 1, "spin_multiplicity": 3, "e_homo_ev": [-12.046, -15.072], "homo_lumo_gap_ev": [8.495, 7.631], "e_tot_ev": -8895.36962, "elements": ["C", "C", "C", "C", "C", "C", "C", "N", "H", "H", "H", "H", "H", "H", "H", "H", "H", "H"], "xyz": [[-2.10874, 0.04609, 1.71429], [-1.74926, 0.00920, 0.48980], [-0.55663, -0.37503, -1.62964], [-0.90610, 1.09734, -1.55562], [0.39367, 0.35335, 0.88311], [-0.62182, 0.34221, -0.27149], [1.58914, -0.48341, 0.51114], [-0.58590, -0.22374, 1.77109], [-2.87447, 0.04337, 2.55707], [-1.34692, -1.14755, -1.84535], [0.30322, -0.55264, -2.16668], [-0.05451, 1.54633, -2.00312], [-1.90986, 1.30599, -1.96848], [0.70246, 1.33778, 1.36522], [1.38493, -1.55312, 0.52389], [2.35335, -0.42714, 1.24241], [1.96373, -0.14488, -0.45904], [-0.30303, -1.19293, 1.97694]]}



{"formula": "C41H44B2F4N4O5P2SSr", "method": "the ωB97M-V functional and the def2-TZVPD basis", "lumo_ev": [-8.01, -7.69], "total_charge": 2, "e_homo_ev": [-13.284, -13.283], "homo_lumo_gap_ev": [5.272, 5.596], "e_tot_ev": -101891.70332, "elements": ["Sr", "C", "C", "N", "O", "B", "F", "F", "O", "N", "C", "C", "C", "N", "O", "B", "F", "F", "O", "N", "C", "C", "C", "H", "H", "H", "H", "H", "H", "H", "H", "H", "H", "H", "H", "C", "C", "P", "C", "C", "C", "C", "C", "C", "C", "C", "C", "C", "C", "C", "P", "C", "C", "C", "C", "C", "C", "C", "C", "C", "C", "C", "C", "H", "H", "H", "H", "H", "H", "H", "H", "H", "H", "H", "H", "H", "H", "H", "H", "H", "H", "H", "H", "H", "H", "H", "H", "C", "S", "O", "C", "C", "C", "C", "C", "C", "H", "H", "H", "H", "H", "H", "H", "H"], "xyz": [[0.86248, -1.33471, -0.15657], [5.13298, -3.26627, 0.58037], [3.69478, -2.87662, 0.64969], [3.24744, -1.69147, 0.47562], [4.08614, -0.67796, 0.12530], [3.86714, 0.59453, 0.90158], [4.04950, 0.33174, 2.24746], [4.71197, 1.51446, 0.33659], [2.47401, 1.27234, 0.76892], [1.43979, 0.56448, 1.33445], [1.14188, 0.68252, 2.57222], [1.72983, 1.68970, 3.50238], [0.12560, -0.32630, 3.04693], [-0.08247, -1.27681, 2.21541], [-0.90213, -2.29384, 2.60881], [-0.14347, -3.63635, 2.66032], [0.94342, -3.44051, 3.50118], [-1.09130, -4.52824, 3.07312], [0.37041, -4.19786, 1.34289], [1.44371, -3.51340, 0.80431], [2.64054, -3.86290, 1.07961], [3.01894, -5.09890, 1.81999], [-0.51036, -0.23489, 4.39227], [5.74289, -2.39741, 0.34990], [5.28708, -4.03436, -0.18026], [5.45416, -3.68553, 1.53457], [2.59292, 2.16241, 3.04604], [2.03360, 1.22415, 4.43981], [0.97727, 2.44827, 3.74076], [2.13277, -5.69014, 2.02954], [3.49934, -4.84229, 2.76563], [3.72933, -5.68319, 1.23316], [-0.45181, 0.77207, 4.80016], [-0.00873, -0.91955, 5.08070], [-1.54683, -0.56577, 4.33621], [-1.29655, 1.20936, 0.03784], [-2.79507, 1.28667, -0.27011], [-3.49616, -0.36733, 0.03618], [-2.77068, -1.62706, -0.99026], [-1.95016, -2.59749, -0.40609], [-1.39386, -3.58246, -1.21215], [-1.68253, -3.61041, -2.57172], [-2.51068, -2.64953, -3.14348], [-3.05229, -1.64472, -2.36005], [-5.22467, -0.44093, 0.26043], [-5.85614, -1.68409, 0.05811], [-7.20581, -1.80553, 0.31167], [-7.92839, -0.70818, 0.77284], [-7.30494, 0.52092, 0.98455], [-5.95623, 0.66069, 0.74171], [-0.34483, 2.74762, 0.25139], [0.21088, 3.57891, -1.21200], [1.54746, 3.38944, -1.57924], [2.02610, 4.04624, -2.70309], [1.18849, 4.87269, -3.44024], [-0.13842, 5.05936, -3.06446], [-0.63561, 4.41926, -1.94368], [-1.02042, 3.74727, 1.51659], [-0.68242, 5.10901, 1.58071], [-1.13270, 5.86920, 2.64326], [-1.89790, 5.28272, 3.64590], [-2.21980, 3.92715, 3.59575], [-1.78120, 3.15300, 2.54100], [-0.77142, 0.67170, -0.76072], [-1.09636, 0.67712, 0.97295], [-2.97415, 1.56571, -1.31230], [-3.31584, 2.00617, 0.36333], [-1.74418, -2.58668, 0.66191], [-0.75036, -4.32093, -0.75181], [-1.26746, -4.39544, -3.19028], [-2.74494, -2.69023, -4.19913], [-3.69913, -0.89872, -2.80572], [-5.28548, -2.53236, -0.29753], [-7.70058, -2.75350, 0.15361], [-8.98630, -0.81023, 0.97346], [-7.87981, 1.36353, 1.34229], [-5.47441, 1.61383, 0.91533], [2.19289, 2.75591, -0.97899], [3.06131, 3.92745, -2.99339], [1.57374, 5.38767, -4.30992], [-0.77941, 5.71224, -3.64090], [-1.66282, 4.57483, -1.63658], [-0.07157, 5.55693, 0.80798], [-0.88085, 6.91922, 2.69688], [-2.23985, 5.88232, 4.47855], [-2.80500, 3.47913, 4.38732], [-2.01268, 2.09396, 2.52106], [0.68869, -1.10341, -5.09702], [1.12141, -1.76966, -3.50049], [0.29645, -0.95377, -2.51369], [2.78301, -1.19018, -3.30468], [3.03028, 0.16569, -3.10229], [4.32608, 0.57832, -2.85636], [5.35878, -0.35325, -2.82718], [5.10272, -1.69952, -3.03794], [3.80342, -2.13086, -3.26592], [0.86174, -0.02844, -5.10703], [-0.36359, -1.33169, -5.25641], [1.30057, -1.59973, -5.84917], [2.21108, 0.87589, -3.11870], [4.54161, 1.61969, -2.66072], [6.36736, -0.02313, -2.61983], [5.91198, -2.41642, -3.01005], [3.58481, -3.18229, -3.41032]]}



Q: Which formula does entry 1 have?
A: C3H7OPS